Record 1
{"formula": "C2HF2O4P", "method": "ωB97M-V/def2-TZVPD", "symbols": ["C", "C", "O", "O", "O", "O", "F", "F", "P", "H"], "coordinates": [[1.23, -0.71, -0.14], [-0.14, 0.77, 0.89], [0.26, -1.05, -0.87], [-1.44, 0.55, -1.83], [1.82, -1.42, 0.65], [-2.07, -1.07, -0.02], [2.14, 0.25, -0.79], [0.02, 2.21, 0.79], [-1.11, -0.03, -0.49], [-0.72, 0.49, 1.80]], "lowdin_charge": [-0.773, -0.246, -0.106, -0.427, -0.014, -0.433, -0.082, -0.247, 0.312, 0.017], "lumo_energy_ev": 7.14, "charge": -2, "orbital_gap_ev": 6.34, "homo_ev": 0.800, "energy_ev": -25004.110, "largest_force_ev_per_a": 3.68}


Record 2
{"formula": "C2HF2OP", "method": "ωB97M-V/def2-TZVPD", "symbols": ["C", "C", "O", "F", "F", "P", "H"], "coordinates": [[0.33, -0.16, 0.07], [0.31, 0.90, -0.66], [-1.00, -2.07, 1.64], [1.25, 1.47, -1.41], [-0.93, 1.42, -0.97], [-1.26, -0.83, 0.96], [1.30, -0.73, 0.37]], "lowdin_charge": [-0.194, -0.463, -0.472, 0.130, 0.039, 0.831, 0.127], "lumo_energy_ev": [0.80, -3.18], "multiplicity": 3, "orbital_gap_ev": [8.34, 7.94], "homo_ev": [-7.547, -11.112], "energy_ev": -18857.649, "s2": 2.01, "largest_force_ev_per_a": 5.20}


Record 3
{"formula": "C2HF3N2", "method": "ωB97M-V/def2-TZVPD", "symbols": ["N", "C", "N", "C", "F", "F", "F", "H"], "coordinates": [[-0.29, -0.46, 0.07], [0.90, -0.21, 0.23], [2.06, -0.16, 0.62], [3.28, -0.05, 0.01], [4.15, 0.59, 0.85], [3.88, -1.22, -0.34], [3.27, 0.73, -1.07], [-1.16, -0.51, -0.41]], "lowdin_charge": [0.219, -0.208, 0.211, -0.662, 0.104, 0.116, 0.137, 0.083], "lumo_energy_ev": 0.60, "orbital_gap_ev": 11.49, "homo_ev": -10.884, "energy_ev": -13222.190, "largest_force_ev_per_a": 4.02}


Record 4
{"formula": "C2HF3N2O3", "method": "ωB97M-V/def2-TZVPD", "symbols": ["H", "N", "N", "O", "O", "C", "O", "C", "F", "F", "F"], "coordinates": [[-2.09, 0.65, 0.68], [-1.76, 0.43, -0.22], [-0.61, 0.65, -0.41], [0.21, 1.39, -0.07], [-0.23, -0.02, -1.75], [-0.45, -1.39, -1.75], [-0.35, -2.11, -0.80], [-0.78, -1.88, -3.23], [-0.53, -1.10, -4.30], [-0.29, -3.13, -3.41], [-2.13, -1.94, -3.23]], "lowdin_charge": [0.109, 0.227, -0.355, 0.152, 0.068, -0.339, 0.181, -0.495, 0.156, 0.155, 0.142], "lumo_energy_ev": 0.01, "orbital_gap_ev": 11.77, "homo_ev": -11.758, "energy_ev": -19360.847, "largest_force_ev_per_a": 3.85}


Record 5
{"formula": "C2HF3NP", "method": "ωB97M-V/def2-TZVPD", "symbols": ["N", "C", "C", "F", "F", "P", "F", "H"], "coordinates": [[1.39, -2.19, 0.51], [1.10, -1.11, 0.21], [0.50, 0.17, -0.11], [1.21, 1.27, 0.33], [0.31, 0.33, -1.45], [-1.16, 0.31, 0.79], [-1.46, 1.73, 0.10], [-1.90, -0.52, -0.38]], "lowdin_charge": [0.199, -0.169, -0.735, 0.026, 0.038, 0.977, -0.365, 0.029], "lumo_energy_ev": -0.05, "orbital_gap_ev": 11.00, "homo_ev": -11.054, "energy_ev": -21020.340, "largest_force_ev_per_a": 2.96}


Record 6
{"formula": "C2HF3O", "method": "ωB97M-V/def2-TZVPD", "symbols": ["O", "C", "C", "F", "F", "F", "H"], "coordinates": [[-0.63, -1.34, 1.11], [-0.79, -0.32, 0.55], [-0.91, 0.81, -0.11], [-2.16, 1.12, -0.54], [0.04, 1.67, -0.61], [1.81, -0.98, -0.05], [2.64, -0.96, -0.36]], "lowdin_charge": [0.180, -0.082, -0.308, 0.076, 0.084, -0.006, 0.055], "lumo_energy_ev": -0.28, "orbital_gap_ev": 8.98, "homo_ev": -9.258, "energy_ev": -12287.461, "largest_force_ev_per_a": 2.66}


Record 7
{"formula": "C2HF3O", "method": "ωB97M-V/def2-TZVPD", "symbols": ["C", "C", "O", "F", "F", "F", "H"], "coordinates": [[-0.12, 0.71, 0.43], [0.47, -0.51, 0.12], [-0.75, 0.86, 1.46], [-1.30, -0.23, -1.63], [1.39, -0.78, -0.85], [0.11, -1.60, 0.74], [0.21, 1.56, -0.27]], "lowdin_charge": [-0.227, -0.134, 0.148, -0.408, 0.191, 0.254, 0.177], "lumo_energy_ev": [-3.88, -3.88], "orbital_gap_ev": [7.21, 7.24], "homo_ev": [-11.095, -11.120], "energy_ev": -12285.186, "largest_force_ev_per_a": 8.61}


Record 8
{"formula": "C2HF3O", "method": "ωB97M-V/def2-TZVPD", "symbols": ["C", "C", "O", "F", "F", "F", "H"], "coordinates": [[0.35, 0.67, -0.15], [1.70, 0.04, -0.39], [-0.04, 1.78, -0.31], [2.28, 0.04, 1.34], [1.76, -1.23, -0.41], [2.52, 0.51, -1.19], [-0.42, 0.00, 0.30]], "lowdin_charge": [-0.154, -0.439, 0.139, -0.207, 0.210, 0.301, 0.151], "lumo_energy_ev": -1.22, "orbital_gap_ev": 10.35, "homo_ev": -11.573, "energy_ev": -12287.579, "largest_force_ev_per_a": 5.38}